Entry 1:
104
Properties=species:S:1:pos:R:3:mulliken_charge:R:1 method="wB97M-V/def2-TZVPD" lumo_ev=-2.000 e_homo_ev=-8.02 smiles="COCc1c(CC=O)c(I)c(Cc2ccccc2C)c2nccnc12.O=C1C=CC(=O)C=C1.O=C1C=CC(=O)C=C1.O=C1C=CC(=O)C=C1.O=C1C=CC(=O)C=C1.O=C1C=CC(=O)C=C1"
C 6.10 -0.85 2.78 -0.468
O 6.97 0.31 2.51 -0.328
C 7.06 0.58 1.06 -0.960
C 5.54 0.85 0.42 0.258
C 4.70 2.23 0.85 0.364
C 5.35 3.31 1.94 -0.374
C 4.30 3.40 3.24 0.036
O 4.13 4.50 3.98 -0.532
C 3.20 2.46 0.14 -0.424
I 1.96 4.27 0.54 0.218
C 2.58 1.33 -0.92 0.113
C 1.07 1.49 -1.62 -0.434
C 0.06 0.56 -0.72 0.603
C 0.29 0.41 0.93 -0.067
C -0.66 -0.54 1.90 -0.633
C -1.91 -1.42 1.25 -0.217
C -2.15 -1.26 -0.37 -0.692
C -1.20 -0.29 -1.34 0.566
C -1.61 -0.25 -2.93 -1.027
C 3.45 -0.05 -1.28 0.145
N 2.77 -1.02 -2.22 -0.289
C 3.64 -2.21 -2.48 -0.227
C 5.13 -2.41 -1.85 -0.229
N 5.81 -1.48 -0.90 -0.408
C 4.92 -0.29 -0.64 0.249
H 6.22 -1.65 1.93 0.241
H 4.94 -0.56 2.88 0.156
H 6.39 -1.31 3.84 0.242
H 7.66 1.61 0.97 0.364
H 7.68 -0.21 0.46 0.294
H 6.36 2.93 2.40 0.237
H 5.57 4.35 1.46 0.299
H 3.66 2.43 3.46 0.280
H 1.06 1.03 -2.72 0.269
H 0.73 2.61 -1.73 0.212
H 1.16 1.00 1.50 0.086
H -0.45 -0.63 3.06 0.297
H -2.56 -2.10 1.96 0.191
H -3.04 -1.89 -0.83 0.173
H -0.96 -0.94 -3.61 0.263
H -2.74 -0.57 -3.05 0.363
H -1.53 0.87 -3.32 0.231
H 3.22 -3.05 -3.20 0.304
H 5.73 -3.39 -2.17 0.295
O 3.51 8.74 -3.96 -0.559
C 2.61 7.91 -3.98 0.383
C 1.90 7.51 -2.75 -0.375
C 0.92 6.61 -2.78 -0.334
C 0.50 5.97 -4.04 0.283
O -0.40 5.14 -4.06 -0.582
C 1.21 6.36 -5.27 -0.365
C 2.19 7.27 -5.25 -0.382
H 2.22 7.99 -1.83 0.443
H 0.39 6.30 -1.88 0.661
H 0.89 5.89 -6.19 0.409
H 2.72 7.57 -6.14 0.405
O -0.48 6.06 1.42 -0.509
C -1.47 5.58 1.94 0.343
C -2.00 4.26 1.51 -0.178
C -3.09 3.74 2.08 -0.503
C -3.81 4.44 3.15 0.346
O -4.81 3.96 3.67 -0.563
C -3.29 5.75 3.58 -0.403
C -2.20 6.28 3.01 -0.362
H -1.46 3.76 0.72 0.523
H -3.49 2.78 1.78 0.479
H -3.83 6.26 4.37 0.400
H -1.79 7.24 3.31 0.411
O -2.84 -2.33 4.13 -0.528
C -3.84 -2.81 4.65 0.236
C -4.37 -4.12 4.23 -0.289
C -5.46 -4.65 4.79 -0.449
C -6.18 -3.94 5.87 0.301
O -7.18 -4.42 6.39 -0.564
C -5.65 -2.63 6.30 -0.412
C -4.56 -2.10 5.73 -0.414
H -3.83 -4.63 3.44 0.854
H -5.86 -5.61 4.49 0.469
H -6.19 -2.12 7.09 0.408
H -4.16 -1.14 6.03 0.437
O 0.49 -9.42 4.01 -0.545
C -0.37 -8.63 3.64 0.294
C -1.57 -8.35 4.46 -0.356
C -2.50 -7.49 4.04 -0.216
C -2.38 -6.78 2.75 0.580
O -3.24 -6.00 2.37 -0.631
C -1.19 -7.07 1.93 -0.395
C -0.25 -7.93 2.34 -0.367
H -1.64 -8.87 5.40 0.421
H -3.38 -7.27 4.63 0.318
H -1.11 -6.54 0.99 0.442
H 0.63 -8.15 1.76 0.400
O -0.74 -1.96 -5.70 -0.524
C -1.58 -2.00 -6.58 0.392
C -2.31 -0.78 -7.00 -0.267
C -3.23 -0.83 -7.97 -0.331
C -3.57 -2.09 -8.66 0.351
O -4.41 -2.13 -9.54 -0.551
C -2.84 -3.31 -8.23 -0.345
C -1.92 -3.26 -7.27 -0.358
H -2.05 0.13 -6.49 0.407
H -3.77 0.05 -8.29 0.413
H -3.10 -4.23 -8.75 0.398
H -1.38 -4.15 -6.95 0.410



Entry 2:
101
Properties=species:S:1:pos:R:3:mulliken_charge:R:1 method="wB97M-V/def2-TZVPD" charge=+1 lumo_ev=-3.960 e_homo_ev=-9.27
La -0.32 -0.10 0.21 0.509
Cl 2.91 7.60 4.93 -0.194
C 2.54 6.27 3.94 0.267
C 3.57 5.36 3.63 -0.794
C 3.31 4.29 2.78 -0.655
C 2.02 4.09 2.31 0.482
C 1.00 5.01 2.59 -0.459
C 1.27 6.12 3.36 -0.854
C 1.64 2.92 1.52 0.167
C 0.92 3.07 0.35 0.612
C 0.73 4.36 -0.30 -1.568
C 0.07 4.12 -1.50 -1.341
C -0.15 2.70 -1.60 0.277
C -0.67 2.08 -2.76 0.812
C -1.31 2.98 -3.73 0.556
C -2.29 3.88 -3.25 0.085
C -3.05 4.61 -4.15 -1.048
C -2.84 4.42 -5.54 0.228
Cl -3.90 5.24 -6.67 -0.194
C -1.83 3.55 -6.00 -1.095
C -1.00 2.92 -5.10 -0.599
C -0.50 0.71 -3.02 0.647
N -0.13 -0.31 -2.14 0.196
C -0.05 -1.51 -2.87 0.585
C 0.33 -2.76 -2.35 0.587
C 0.27 -3.92 -3.27 0.494
C 1.30 -4.90 -3.30 -0.539
C 1.23 -6.00 -4.15 -1.033
C 0.11 -6.17 -4.95 0.453
Cl -0.15 -7.66 -5.81 -0.201
C -0.94 -5.22 -4.97 -1.047
C -0.81 -4.09 -4.22 -0.510
C 0.75 -2.97 -1.04 0.567
C 1.15 -4.27 -0.52 -1.584
C 1.82 -4.01 0.66 -1.011
C 1.69 -2.61 0.96 0.226
N 1.05 -1.98 -0.09 -0.194
C 2.27 -1.98 2.08 1.388
C 2.25 -0.57 2.28 0.236
C 2.87 0.10 3.42 -1.586
C 2.80 1.45 3.17 -1.316
C 2.03 1.66 1.98 0.700
N 1.68 0.40 1.46 0.138
C 2.80 -2.85 3.16 0.709
C 2.14 -4.06 3.45 -0.588
C 2.66 -4.88 4.44 -0.898
C 3.73 -4.43 5.23 0.205
Cl 4.33 -5.25 6.59 -0.192
C 4.40 -3.24 4.91 -0.827
C 3.99 -2.49 3.84 -0.853
C -0.32 -1.20 -4.26 -2.016
C -0.70 0.13 -4.32 -1.196
N 0.32 2.10 -0.44 0.716
H 4.55 5.54 4.04 0.435
H 4.14 3.63 2.50 0.714
H 0.04 4.92 2.07 0.492
H 0.51 6.91 3.50 0.377
H 1.13 5.32 0.08 0.541
H -0.18 4.87 -2.26 0.558
H -2.45 4.00 -2.17 0.178
H -3.73 5.41 -3.83 0.383
H -1.78 3.45 -7.07 0.460
H -0.16 2.35 -5.41 1.070
H 2.17 -4.76 -2.66 0.730
H 1.97 -6.83 -4.05 0.364
H -1.81 -5.43 -5.59 0.395
H -1.51 -3.28 -4.41 0.615
H 1.01 -5.26 -0.99 0.781
H 2.43 -4.71 1.27 0.694
H 3.32 -0.32 4.32 0.683
H 3.31 2.23 3.76 0.613
H 1.17 -4.31 3.03 0.416
H 2.23 -5.86 4.56 0.436
H 5.17 -2.91 5.59 0.424
H 4.64 -1.67 3.57 0.843
H -0.17 -1.88 -5.11 0.754
H -1.11 0.58 -5.23 0.677
C -1.38 -1.21 3.45 -0.998
N -2.12 -1.18 2.18 0.666
C -2.53 -2.54 1.74 -1.042
C -3.27 -0.27 2.25 -0.910
C -3.95 -0.02 0.93 -1.146
N -3.15 0.83 0.02 0.916
C -3.22 2.25 0.43 -0.879
C -3.67 0.64 -1.35 -1.124
H -2.05 -1.39 4.31 0.373
H -0.90 -0.21 3.61 0.222
H -0.65 -2.04 3.42 0.201
H -3.30 -2.96 2.41 0.344
H -1.61 -3.16 1.66 0.150
H -2.97 -2.44 0.74 0.305
H -2.93 0.69 2.68 0.369
H -4.05 -0.72 2.98 0.351
H -4.96 0.41 1.10 0.376
H -4.14 -0.99 0.43 0.462
H -4.25 2.68 0.49 0.371
H -2.60 2.83 -0.27 -0.160
H -2.81 2.36 1.44 0.224
H -4.76 0.88 -1.40 0.363
H -3.50 -0.40 -1.56 0.380
H -3.14 1.26 -2.11 0.101



Entry 3:
107
Properties=species:S:1:pos:R:3:mulliken_charge:R:1 method="wB97M-V/def2-TZVPD" charge=+1 spin_multiplicity=6 lumo_ev="-2.436 / -4.391" e_homo_ev="-10.75 / -10.76"
Ru 1.41 0.01 2.09 1.653
C -2.89 4.55 -4.40 -1.527
C -2.05 3.68 -3.51 1.013
C -2.34 3.56 -2.15 -1.012
C -1.56 2.77 -1.32 -0.294
C -0.48 2.10 -1.86 0.141
C -0.15 2.22 -3.21 -0.366
C -0.95 3.00 -4.03 -0.932
S 0.52 0.99 -0.93 1.620
O 0.55 1.51 0.52 -0.448
C -0.52 -0.45 -0.81 1.687
C -1.61 -0.43 0.08 -1.218
C -2.34 -1.56 0.26 -0.962
C -1.97 -2.77 -0.38 0.673
C -2.68 -3.97 -0.13 -0.760
C -2.29 -5.14 -0.71 -0.752
C -1.17 -5.17 -1.57 -1.178
C -0.48 -4.02 -1.85 -0.940
C -0.86 -2.79 -1.26 1.558
C -0.15 -1.57 -1.51 -0.481
C 0.91 -1.57 -2.58 -1.197
C 0.44 -1.70 -3.93 0.995
C -0.94 -1.62 -4.25 -0.954
C -1.37 -1.73 -5.54 -0.878
C -0.45 -1.95 -6.59 -0.634
C 0.88 -2.03 -6.32 -0.958
C 1.36 -1.90 -4.99 0.732
C 2.74 -1.99 -4.70 -0.946
C 3.18 -1.80 -3.43 -1.037
C 2.26 -1.52 -2.38 1.679
S 3.13 -1.22 -0.85 -0.489
O 2.12 -1.14 0.28 -0.046
C 3.69 0.47 -1.09 0.821
C 3.91 1.08 -2.33 -0.254
C 4.34 2.39 -2.37 -0.871
C 4.56 3.13 -1.20 0.856
C 4.99 4.57 -1.27 -1.573
C 4.37 2.49 0.02 -1.005
C 3.95 1.17 0.08 -0.837
H -3.87 4.74 -3.96 0.376
H -3.04 4.09 -5.38 0.389
H -2.41 5.52 -4.56 0.305
H -3.19 4.10 -1.74 0.401
H -1.79 2.70 -0.27 0.099
H 0.71 1.69 -3.61 0.455
H -0.71 3.09 -5.08 0.429
H -1.85 0.48 0.61 0.367
H -3.19 -1.56 0.93 0.361
H -3.53 -3.94 0.54 0.547
H -2.84 -6.06 -0.51 0.484
H -0.86 -6.10 -2.02 0.456
H 0.37 -4.06 -2.51 0.464
H -1.66 -1.44 -3.46 0.464
H -2.42 -1.65 -5.76 0.461
H -0.80 -2.05 -7.61 0.428
H 1.60 -2.20 -7.11 0.459
H 3.44 -2.21 -5.49 0.448
H 4.24 -1.88 -3.20 0.539
H 3.73 0.56 -3.26 0.312
H 4.50 2.86 -3.33 0.438
H 5.77 4.71 -2.03 0.394
H 5.38 4.92 -0.32 0.377
H 4.15 5.21 -1.55 0.300
H 4.55 3.02 0.94 0.434
H 3.87 0.68 1.04 1.015
F 4.79 0.17 5.60 -0.251
C 4.47 -0.86 4.81 0.785
F 4.05 -1.87 5.57 -0.242
F 5.56 -1.25 4.16 -0.238
C 3.35 -0.45 3.84 0.806
O 2.30 0.01 4.32 -0.621
O 3.52 -0.59 2.60 -0.812
F -3.20 -8.15 3.81 -0.258
C -3.71 -7.20 3.02 0.830
F -4.95 -6.94 3.45 -0.287
F -3.81 -7.72 1.79 -0.246
C -2.84 -5.96 3.01 0.500
C -1.57 -6.06 2.46 -1.009
C -0.75 -4.94 2.43 -0.510
C -1.21 -3.73 2.95 0.904
C -2.48 -3.65 3.51 -0.530
C -3.30 -4.77 3.54 -0.776
C -0.40 -2.56 2.81 0.183
C 0.19 -1.50 2.61 -1.303
H -1.23 -7.00 2.05 0.453
H 0.23 -5.00 1.99 0.545
H -2.83 -2.70 3.91 0.524
H -4.29 -4.71 3.97 0.478
C -1.30 6.22 3.59 -1.485
C -2.16 5.02 3.97 0.801
C -2.69 4.30 2.73 -1.316
C -1.43 4.06 4.91 -1.200
N -0.34 3.32 4.26 0.623
C -0.38 2.14 3.64 -0.666
N 0.80 1.94 3.11 0.721
N 1.57 3.01 3.41 -0.533
N 0.88 3.85 4.09 -0.694
H -1.86 6.88 2.93 0.417
H -0.39 5.92 3.07 0.279
H -1.01 6.79 4.47 0.395
H -3.01 5.37 4.55 0.313
H -1.87 3.94 2.10 0.141
H -3.28 4.98 2.12 0.492
H -3.33 3.45 2.99 0.371
H -2.11 3.31 5.30 0.400
H -0.98 4.59 5.74 0.396
H -1.22 1.47 3.61 0.539



Entry 4:
106
Properties=species:S:1:pos:R:3:mulliken_charge:R:1 method="wB97M-V/def2-TZVPD" charge=-1 spin_multiplicity=2 lumo_ev="1.590 / 0.994" e_homo_ev="-3.76 / -3.60"
Cd 0.83 -0.19 0.14 2.282
Te -1.39 6.49 -0.65 -0.043
Te -1.74 8.56 1.17 -0.373
Te -4.67 5.37 -1.81 -0.572
Te -2.95 4.59 0.32 0.077
O -1.19 -0.11 1.39 -0.253
S -1.47 -1.51 1.89 0.458
C -2.32 -1.39 3.54 -1.722
C -3.30 -0.25 3.73 0.524
C -4.65 -0.45 4.13 -0.343
C -5.52 0.65 4.12 -0.615
C -5.07 1.89 3.83 -0.473
C -3.77 2.11 3.52 -0.833
C -2.86 1.05 3.55 -0.060
C -2.89 -2.05 0.94 -1.043
C -3.94 -1.00 0.56 1.109
C -5.28 -1.34 0.66 -0.626
C -6.28 -0.44 0.26 -0.773
C -5.89 0.81 -0.21 -0.733
C -4.55 1.17 -0.32 -1.162
C -3.58 0.25 0.05 0.292
H -1.50 -1.37 4.25 0.587
H -2.86 -2.33 3.58 0.481
H -5.07 -1.47 4.32 0.292
H -6.52 0.52 4.47 0.402
H -5.80 2.74 3.76 0.327
H -3.39 3.07 3.18 0.569
H -1.86 1.22 3.34 0.700
H -3.24 -3.02 1.33 0.715
H -2.35 -2.25 -0.02 -0.334
H -5.52 -2.22 1.19 0.419
H -7.37 -0.67 0.36 0.314
H -6.67 1.50 -0.40 0.541
H -4.24 2.12 -0.66 0.345
H -2.53 0.47 -0.01 0.716
O -0.80 -1.30 -1.22 -0.207
S -0.66 -0.90 -2.66 0.356
C -2.25 -0.95 -3.40 -0.026
C -3.15 -1.96 -3.11 0.066
C -4.30 -2.03 -3.89 -0.833
C -4.51 -1.06 -4.87 -0.521
C -3.60 -0.03 -5.07 -0.752
C -2.47 0.04 -4.31 -0.018
C 0.05 -2.37 -3.47 0.477
C 0.73 -3.27 -2.68 -0.069
C 1.42 -4.29 -3.26 -0.828
C 1.57 -4.30 -4.66 -0.295
C 0.95 -3.38 -5.48 -0.846
C 0.23 -2.37 -4.86 -0.298
H -3.01 -2.60 -2.24 0.258
H -5.01 -2.83 -3.68 0.416
H -5.35 -1.25 -5.50 0.444
H -3.88 0.68 -5.87 0.396
H -1.67 0.80 -4.42 0.427
H 0.73 -3.22 -1.59 0.202
H 1.95 -5.02 -2.64 0.381
H 2.11 -5.14 -5.17 0.285
H 1.00 -3.45 -6.54 0.491
H -0.22 -1.64 -5.52 0.453
Br 6.30 0.69 -5.11 -0.171
C 4.51 1.01 -4.83 -0.186
C 3.77 1.87 -5.63 -0.274
N 2.48 2.20 -5.39 -0.680
C 1.94 1.74 -4.28 -0.260
C 2.56 0.77 -3.47 -0.394
C 3.85 0.39 -3.78 -0.144
C 1.96 0.34 -2.27 2.146
O 2.32 -0.76 -1.70 -0.933
O 1.09 1.12 -1.82 -1.266
H 4.13 2.18 -6.59 0.434
H 0.92 2.15 -4.08 0.548
H 4.30 -0.40 -3.17 0.472
C 1.71 1.02 6.50 -0.562
C 0.95 1.57 5.51 -0.796
C 1.27 1.36 4.16 -0.040
C 2.31 0.54 3.76 0.017
C 3.09 -0.01 4.77 -0.154
C 2.79 0.21 6.11 -0.684
Ge 2.62 0.26 1.80 -0.107
C 3.53 1.84 1.05 -0.022
C 4.45 1.77 -0.02 -0.134
C 4.82 2.90 -0.75 -0.492
C 4.28 4.13 -0.36 -0.460
C 3.47 4.27 0.77 -0.877
C 3.06 3.11 1.42 -0.347
C 3.97 -1.23 1.88 0.395
C 3.41 -2.51 1.77 -0.546
C 4.12 -3.64 2.16 -0.436
C 5.43 -3.53 2.58 -0.476
C 6.01 -2.24 2.64 -0.568
C 5.26 -1.10 2.32 -0.093
H 1.49 1.15 7.56 0.378
H 0.10 2.16 5.77 0.494
H 0.63 1.81 3.39 0.424
H 3.94 -0.61 4.49 0.287
H 3.42 -0.20 6.91 0.331
H 4.75 0.80 -0.38 0.306
H 5.57 2.75 -1.50 0.472
H 4.60 5.00 -0.95 0.329
H 3.10 5.23 1.08 0.486
H 2.51 3.19 2.34 0.303
H 2.30 -2.56 1.44 -0.155
H 3.71 -4.72 2.07 0.232
H 5.99 -4.44 2.83 0.347
H 6.93 -2.15 3.18 0.348
H 5.79 -0.15 2.47 0.360